Below is C14H25KN7OS as an isolated structure, with properties calculated with ωB97M-V with the def2-TZVPD basis set.

Geometry as XYZ:
```
49
Properties=species:S:1:pos:R:3:forces:R:3:nbo_charge:R:1
K 0.0319 0.0294 0.0054 -0.379 -0.478 -0.236 0.88
N 0.1846 -0.9800 -2.5435 0.090 -0.087 -0.073 -0.88
C 1.5324 -1.4682 -2.8044 0.027 0.009 0.012 -0.22
C 2.1759 -2.1164 -1.5807 0.012 0.077 -0.056 -0.22
N 2.4178 -1.2503 -0.4179 0.118 -0.096 -0.028 -0.47
C 2.7013 -2.0765 0.7595 -0.019 0.040 0.093 -0.22
C 2.3088 -1.5111 2.1253 0.023 0.001 -0.009 -0.21
N 0.8779 -1.3101 2.2323 0.149 0.051 0.045 -0.87
C 3.4533 -0.2515 -0.6768 -0.009 0.028 0.028 -0.23
C 3.2731 1.1186 -0.0136 0.001 0.003 0.055 -0.23
N 2.2010 1.9287 -0.6036 0.008 -0.050 0.074 -0.86
H -0.3891 -1.6969 -2.0915 0.058 -0.010 -0.053 0.40
H -0.2709 -0.6978 -3.4008 -0.007 0.019 0.012 0.36
H 2.1389 -0.6321 -3.1652 0.002 0.000 0.005 0.18
H 1.5727 -2.2411 -3.5875 -0.006 0.008 -0.007 0.16
H 3.1152 -2.5909 -1.9185 0.016 -0.012 0.041 0.16
H 1.5053 -2.9123 -1.2549 0.007 -0.019 -0.003 0.23
H 3.7754 -2.3282 0.8074 0.002 -0.033 -0.081 0.16
H 2.1584 -3.0168 0.6413 -0.018 0.004 0.005 0.21
H 2.8041 -0.5529 2.2985 0.033 -0.022 0.017 0.18
H 2.7244 -2.2068 2.8723 -0.008 -0.036 -0.025 0.16
H 0.5900 -0.9508 3.1304 -0.002 -0.020 0.008 0.37
H 0.3251 -2.1264 1.9854 0.000 0.000 -0.023 0.40
H 3.4989 -0.0709 -1.7512 -0.005 0.015 0.003 0.20
H 4.4396 -0.6467 -0.3734 -0.001 -0.021 -0.008 0.16
H 4.2202 1.6471 -0.1573 0.005 -0.009 -0.004 0.18
H 3.1533 1.0041 1.0674 -0.017 -0.009 -0.011 0.18
H 2.4950 2.8946 -0.6555 -0.001 -0.008 -0.078 0.36
H 1.3690 1.9528 -0.0182 0.123 0.215 0.065 0.39
N -3.6465 -3.7029 -0.2516 -0.054 0.007 0.094 -0.84
C -2.7889 -2.6084 -0.1005 0.081 -0.065 -0.248 0.29
S -1.0866 -3.0401 -0.1034 -0.184 0.143 0.068 -0.64
N -3.4065 -1.4758 -0.0057 0.232 0.006 0.041 -0.46
N -2.6215 -0.3295 0.1494 -0.087 0.063 0.228 -0.32
C -3.3440 0.6815 0.4573 0.041 0.060 0.056 0.09
C -2.9874 2.0972 0.6680 -0.019 -0.027 0.010 -0.24
C -4.0912 2.9556 0.5506 -0.062 -0.039 -0.014 -0.15
C -4.0305 4.3268 0.6934 0.056 0.033 0.013 -0.34
C -2.7880 4.8913 0.9981 -0.046 -0.016 -0.011 -0.21
C -1.6828 4.0926 1.1527 0.038 -0.026 0.003 -0.29
C -1.7034 2.6660 1.0106 -0.038 0.092 0.008 0.40
O -0.6301 2.0036 1.2047 -0.167 0.181 0.027 -0.83
H -3.2177 -4.4766 -0.7315 0.008 0.012 0.013 0.38
H -4.5594 -3.4341 -0.5903 0.011 -0.022 0.001 0.37
H -4.4180 0.4881 0.5511 -0.011 0.021 -0.055 0.15
H -5.0502 2.4978 0.3237 0.000 0.013 0.001 0.19
H -4.9164 4.9385 0.5807 -0.003 -0.002 -0.001 0.19
H -2.6949 5.9658 1.1242 0.003 0.000 0.000 0.19
H -0.7199 4.5221 1.4079 -0.001 0.003 -0.002 0.19
```
Positions in Å, forces in eV/Å.

Properties
Orbital gap: 5.8 eV
Energy above the lowest of the compared OMol25 structures with the same formula, charge and spin: 0.338 eV
Net charge: -1
Multiplicity: 1

=====

Below is C14H25N2NbO2P as an isolated structure, with properties calculated with ωB97M-V with the def2-TZVPD basis set.

Geometry as XYZ:
```
45
Properties=species:S:1:pos:R:3:forces:R:3:nbo_charge:R:1
C 2.5831 3.7248 1.3007 -0.271 -0.522 0.106 -0.28
C 1.5527 3.7865 0.6766 -0.174 0.195 -0.485 0.02
C 0.3234 3.9165 -0.1701 0.090 0.007 0.990 -0.48
C -0.5916 2.6392 -0.1583 1.023 0.382 -0.865 -0.38
C 0.1447 1.4324 -0.8232 -0.454 0.106 0.682 -0.91
Nb -0.4582 -0.6258 -0.0626 2.088 -3.114 -3.342 2.03
O -0.8635 -2.5022 0.6840 -0.985 2.170 -0.325 -0.79
C -2.2273 -2.7942 0.9526 -0.335 -1.051 0.972 -0.06
C -2.8536 -1.9967 2.1293 -0.084 -0.229 -0.026 -0.65
O -0.5532 -1.2449 -2.0200 -1.193 1.074 2.096 -0.80
C -1.8504 -1.2097 -2.6001 0.085 -0.209 -1.556 -0.06
C -2.2736 0.1782 -3.1699 -0.887 -0.613 -0.076 -0.64
P -0.1202 0.1472 2.3952 0.845 0.771 0.005 0.70
N 1.1420 1.1482 2.5201 -0.759 0.172 0.289 -1.34
C 1.7823 -1.1672 -0.1178 0.323 0.124 0.381 -0.40
C 2.4837 -1.1837 -1.3641 -0.029 -0.113 1.658 -0.28
C 3.8501 -1.4821 -1.3412 -0.240 0.276 -1.568 0.01
N 4.5945 -1.7545 -0.2714 -0.654 0.016 -0.039 -0.45
C 3.9123 -1.7664 0.8677 -0.193 -0.050 1.612 0.02
C 2.5471 -1.4913 1.0368 0.218 0.034 -1.606 -0.25
H 3.3988 3.3873 1.9205 -0.341 0.380 -0.344 0.24
H 0.6602 4.1579 -1.1932 -0.337 -0.078 0.314 0.22
H -0.2517 4.7674 0.2555 0.270 -0.259 -0.475 0.21
H -1.4757 2.8785 -0.7786 0.176 -0.103 0.451 0.20
H -0.9174 2.4624 0.8802 0.146 -0.033 -0.408 0.20
H -0.0102 1.4522 -1.9223 -0.028 -0.013 0.557 0.21
H 1.2433 1.5162 -0.6814 -0.544 -0.050 0.208 0.25
H -2.2262 -0.1650 -0.0585 -0.310 0.521 0.272 -0.43
H -2.2667 -3.8695 1.2493 0.005 0.478 -0.226 0.16
H -2.9003 -2.6992 0.0762 0.504 0.104 0.120 0.16
H -3.7040 -2.5780 2.5463 0.380 0.312 -0.251 0.20
H -3.2307 -1.0075 1.8121 0.315 -0.427 0.148 0.22
H -2.1180 -1.8721 2.9434 -0.253 -0.035 -0.344 0.21
H -1.8247 -1.9151 -3.4650 0.004 0.264 0.477 0.15
H -2.6635 -1.5664 -1.9401 0.487 0.088 -0.035 0.16
H -2.9747 0.6720 -2.4680 0.746 0.103 -0.206 0.21
H -1.4325 0.8233 -3.4604 -0.266 -0.285 0.282 0.22
H -2.8839 -0.0249 -4.0780 0.384 0.198 0.365 0.19
H -1.3245 0.7741 2.8709 0.173 -0.651 0.321 -0.05
H 0.1843 -0.9980 3.2175 -0.823 0.112 0.014 -0.07
H 0.7646 2.0236 2.8888 0.507 0.008 -0.104 0.34
H 1.9541 -0.9544 -2.2937 0.325 -0.130 0.279 0.22
H 4.3728 -1.4796 -2.3145 -0.067 -0.043 0.518 0.17
H 4.4892 -1.9884 1.7832 -0.112 0.053 -0.512 0.17
H 2.1044 -1.5308 2.0345 0.247 0.059 -0.325 0.21
```
Positions in Å, forces in eV/Å.

Properties
Orbital gap: 6.0 eV
Net charge: -1
Multiplicity: 1

=====

Below is a 2-piece molecular cluster, C14H25N2O4P overall, with properties calculated with ωB97M-V with the def2-TZVPD basis set.

Geometry as XYZ:
```
46
Properties=species:S:1:pos:R:3:forces:R:3:nbo_charge:R:1
O -3.6558 3.3724 2.1491 4.534 -1.964 -0.182 -1.01
P -2.3193 2.6304 1.9507 -5.528 -0.030 -0.601 2.35
O -2.1541 1.3391 3.0387 0.566 2.059 -3.226 -0.92
O -2.1616 2.1309 0.3086 0.722 1.814 3.436 -0.92
N -1.0218 3.8566 2.1677 2.371 1.078 0.133 -0.66
C -1.2871 4.9550 3.0633 3.719 1.968 -0.692 0.10
C -0.1986 6.0701 3.2515 0.233 -3.500 -2.487 -0.21
C 1.1602 5.9679 2.4622 -2.841 -2.650 -0.314 -0.08
C 1.3783 4.7587 1.5094 -4.267 -0.107 2.144 -0.21
C 0.2133 3.7111 1.4123 1.836 3.299 1.393 0.07
H -2.1750 0.4669 2.5724 0.088 0.681 0.342 0.54
H -2.0852 3.0004 -0.1741 -0.375 -1.118 0.235 0.52
H -2.2828 5.0395 3.6195 1.524 -0.555 -1.174 0.30
H -0.4616 6.9139 3.9677 0.600 -1.267 -1.190 0.28
H 1.9695 6.7618 2.5850 -1.342 -1.241 -0.173 0.27
H 2.3015 4.5758 0.8684 -1.437 0.428 1.124 0.29
H 0.3525 2.8200 0.7170 -0.578 1.196 1.195 0.28
C -0.6109 -3.8893 -2.2926 -0.280 0.036 0.262 -0.63
C 0.6842 -3.0398 -2.3198 -0.690 -1.901 -0.942 0.11
C 1.6944 -3.6557 -1.3305 0.095 0.370 0.315 -0.42
C 1.2859 -3.4336 0.1251 -0.056 -0.110 -0.063 -0.40
C 1.0504 -1.9543 0.4114 0.407 -0.277 -0.163 -0.42
C 0.1226 -1.2450 -0.5968 -1.585 0.571 1.328 0.12
N 0.4029 -1.6001 -2.0192 4.141 1.280 0.181 -0.03
O 1.4956 -0.8819 -2.4056 -2.342 -0.935 0.295 -0.35
C -1.3634 -1.5497 -0.2887 -0.168 -0.338 -0.078 -0.61
C 0.2241 0.2815 -0.3228 0.678 0.051 -0.750 -0.61
C 1.1963 -3.2290 -3.7707 0.235 0.686 -0.008 -0.61
H -0.4415 -4.8673 -2.7547 0.180 0.268 -0.032 0.23
H -0.9695 -4.1183 -1.2899 -0.010 0.128 -0.027 0.20
H -1.4194 -3.4049 -2.8478 0.101 0.021 0.069 0.22
H 2.6908 -3.2260 -1.4884 -0.149 0.118 -0.104 0.22
H 1.7972 -4.7304 -1.5135 -0.171 0.151 -0.190 0.23
H 0.3916 -4.0144 0.3709 0.027 0.016 -0.062 0.20
H 2.0777 -3.8087 0.7802 -0.097 0.051 -0.007 0.22
H 0.6524 -1.8530 1.4276 -0.131 0.178 -0.165 0.21
H 2.0296 -1.4616 0.4188 -0.110 0.117 -0.168 0.21
H -2.0200 -1.0926 -1.0368 0.159 -0.081 0.042 0.23
H -1.6544 -1.1457 0.6858 0.199 0.074 -0.013 0.18
H -1.5968 -2.6101 -0.2367 0.048 0.019 -0.093 0.22
H 1.2552 0.6476 -0.3730 -0.068 -0.194 -0.202 0.22
H -0.1357 0.5228 0.6824 -0.086 -0.422 -0.033 0.18
H -0.3772 0.8556 -1.0340 0.075 -0.165 0.013 0.22
H 0.4792 -2.8165 -4.4906 0.110 -0.010 0.162 0.22
H 1.3200 -4.2898 -4.0087 -0.166 0.090 0.323 0.22
H 2.1658 -2.7601 -3.9508 -0.171 0.117 0.146 0.23
```
Positions in Å, forces in eV/Å.

Properties
Orbital gap (spin up / spin down): 5.6 / 6.3 eV
Energy above the lowest of the compared OMol25 structures with the same formula, charge and spin: 3.189 eV
Net charge: +1
Multiplicity: 2

=====

Below is C14H25N5RuS4 as an isolated structure, with properties calculated with ωB97M-V with the def2-TZVPD basis set.

Geometry as XYZ:
```
49
Properties=species:S:1:pos:R:3:forces:R:3:nbo_charge:R:1
Ru 0.0273 -0.1942 -0.1038 0.114 2.771 1.732 1.27
S 0.6242 -1.8125 1.4727 1.470 -2.545 0.938 0.38
S 0.3674 0.7014 -2.2940 1.583 0.043 -2.012 0.42
C 1.8774 -3.0089 0.7705 0.224 -0.008 0.112 -0.73
C -0.9068 -2.7340 1.1722 -0.387 -0.263 0.107 -0.56
C -1.2800 -2.8004 -0.2962 -0.537 0.185 -0.378 -0.24
N -1.4442 -1.4044 -0.8540 -1.452 -1.995 -1.477 -0.69
C -1.3983 -1.4069 -2.3693 -0.504 -0.335 0.279 -0.23
C -1.1375 -0.0107 -2.8932 -0.620 -0.135 -0.507 -0.59
H -1.6691 -2.2145 1.7751 0.134 -0.365 -0.165 0.24
H -0.7997 -3.7532 1.5575 0.003 0.210 0.171 0.30
H -2.2239 -3.3549 -0.4340 0.405 0.073 0.067 0.26
H -0.4989 -3.2890 -0.8953 -0.254 0.055 0.266 0.23
H -2.3568 -1.7869 -2.7574 0.363 0.056 0.035 0.26
H -0.6011 -2.1049 -2.6571 -0.255 0.213 -0.019 0.22
H -1.9032 0.7067 -2.5771 -0.140 -0.177 -0.242 0.27
H -1.0916 -0.0300 -3.9824 -0.224 0.110 -0.037 0.30
C 1.6597 -0.3405 -3.1673 0.029 0.111 -0.156 -0.73
H -2.3702 -1.0629 -0.5783 0.055 -0.053 -0.075 0.42
H 1.5678 -1.4153 -2.9060 -0.066 0.668 -0.140 0.22
H 2.6728 0.0154 -2.8906 -0.921 -0.044 -0.194 0.27
H 1.5393 -0.2147 -4.2609 -0.142 0.022 0.610 0.29
H 2.8814 -2.5713 0.9378 -0.664 -0.170 0.014 0.27
H 1.7160 -3.1781 -0.3127 -0.024 0.104 0.621 0.22
H 1.8283 -3.9780 1.3083 -0.157 0.663 -0.199 0.29
C -5.1009 1.8373 1.6789 0.835 0.849 0.410 -0.39
C -4.2154 2.7035 2.2266 -1.123 -0.509 -0.525 -0.42
H -5.4443 0.9453 2.2282 0.080 0.550 -0.325 0.20
H -5.5236 2.0256 0.6795 0.198 -0.164 0.595 0.22
H -3.8432 2.5533 3.2579 -0.412 0.293 -0.632 0.17
H -3.8825 3.6131 1.6967 -0.316 -0.536 0.394 0.22
N 3.6936 -0.7766 -0.9350 -0.655 0.809 0.555 -0.79
C 3.1984 0.3804 -0.4095 1.148 1.539 0.926 0.31
N 1.9715 0.6773 0.0363 0.704 -1.397 -0.570 -0.63
C 1.7683 1.9756 0.5692 4.291 -0.844 -1.443 0.06
C 2.9589 2.6374 0.5318 -0.420 0.372 0.118 -0.33
S 4.3170 1.7591 -0.1504 -2.089 -0.494 0.198 0.53
C 0.5747 2.3027 1.2368 -3.305 1.361 2.265 0.06
C 0.3083 3.3358 2.0936 0.601 -0.645 -0.360 -0.33
S -1.1357 3.1301 3.0637 0.365 -1.439 -1.501 0.54
C -1.4215 1.5629 2.2162 1.136 0.710 0.878 0.35
N -0.4976 1.3740 1.2425 -0.235 -1.042 0.082 -0.64
N -2.3011 0.6305 2.6373 1.265 0.646 -0.427 -0.73
H 4.6760 -0.8771 -1.1515 -0.041 0.225 0.095 0.45
H 3.1245 -1.5785 -1.1292 -0.149 0.017 0.063 0.41
H 3.0585 3.6287 0.9394 0.490 0.160 -0.106 0.28
H 0.9972 4.1539 2.2500 -0.279 0.135 0.273 0.28
H -2.8249 0.7159 3.4963 -0.028 0.279 -0.194 0.46
H -2.4663 -0.1956 2.0975 -0.094 -0.069 -0.121 0.39
```
Positions in Å, forces in eV/Å.

Properties
Orbital gap (spin up / spin down): 8.4 / 4.7 eV
Energy above the lowest of the compared OMol25 structures with the same formula, charge and spin: 0.000 eV
Net charge: +3
Multiplicity: 6

=====

Below is C14H26AsN4O4SSn as an isolated structure, with properties calculated with ωB97M-V with the def2-TZVPD basis set.

Geometry as XYZ:
```
51
Properties=species:S:1:pos:R:3:forces:R:3:nbo_charge:R:1
Sn 13.5231 3.9028 12.0573 1.133 -0.554 0.370 1.50
N 14.2009 2.3508 14.0716 -1.999 2.988 -0.447 -0.86
C 14.1884 0.9431 14.1879 0.615 -0.946 -0.037 -0.25
C 15.1508 0.5340 15.2533 0.641 -0.887 1.377 -0.28
N 16.5486 0.8217 14.9736 -1.685 1.542 -0.557 -0.19
C 17.6504 0.2302 15.5232 1.901 0.413 -0.729 -0.28
C 18.7583 1.4029 15.7089 -0.385 -0.572 -1.131 -0.21
N 18.6457 2.3916 14.5728 -1.217 0.849 3.504 -0.89
H 15.0496 2.8408 14.2944 0.569 -0.229 0.188 0.38
H 13.4669 2.7624 14.6811 0.702 -0.333 -0.488 0.42
H 14.3835 0.4267 13.2574 0.407 0.101 -0.441 0.22
H 13.2105 0.5911 14.4597 -0.514 0.023 0.322 0.25
H 15.1635 -0.5342 15.3845 -0.363 -0.685 0.214 0.25
H 14.8407 0.9465 16.2636 0.593 -0.140 -0.922 0.27
H 16.9144 1.6021 14.3756 -0.425 0.133 -0.004 0.43
H 18.0376 -0.3818 14.6428 0.039 0.004 1.069 0.29
H 17.4413 -0.3308 16.4129 0.082 -0.548 0.275 0.26
H 19.6961 0.8647 15.7661 0.322 0.167 -0.164 0.24
H 18.5970 1.8565 16.6774 -0.197 0.341 0.006 0.23
H 19.2798 2.2130 13.8364 1.031 0.129 -0.565 0.40
H 18.7398 3.3688 15.0175 0.101 -2.033 -1.510 0.42
C 13.8747 3.4809 8.5291 -0.600 -2.089 0.434 -0.93
As 14.6707 1.9138 9.3846 -1.377 0.185 -1.978 1.99
C 16.5275 1.7970 9.1836 -0.437 0.175 0.657 -0.99
C 14.0197 0.2294 8.8002 -1.074 -1.291 -0.267 -1.03
O 14.1847 2.2449 10.9516 0.021 0.275 1.806 -1.28
H 13.6852 3.4103 7.4830 -0.055 -0.187 -0.791 0.28
H 14.4808 4.3098 8.7308 0.868 1.310 0.416 0.25
H 12.9235 3.4887 9.0603 0.058 0.456 -0.287 0.22
H 16.8327 2.4530 9.9711 0.987 0.941 -0.038 0.25
H 16.8298 2.0271 8.1590 0.255 -0.121 0.409 0.30
H 16.7454 0.8239 9.5795 0.531 -0.747 -0.472 0.26
H 12.9887 0.2463 8.3939 0.651 0.299 0.214 0.29
H 14.0379 -0.6224 9.5103 0.063 0.952 0.297 0.28
H 14.6988 -0.1350 8.0375 0.125 0.302 -0.487 0.27
O 10.2899 3.9800 9.1756 1.533 -1.738 1.908 -0.83
S 10.6332 2.9033 10.1167 -1.605 1.018 -2.969 2.23
O 11.2013 1.6642 9.6354 -0.133 1.138 0.671 -0.88
N 11.4818 3.4125 11.5042 -0.410 0.139 -4.705 -0.95
C 10.8555 3.0588 12.5726 -0.439 -0.969 1.580 0.60
O 11.5064 2.9064 13.5929 -0.404 0.156 1.586 -0.63
C 9.4090 2.8319 12.3530 -0.909 -0.336 0.016 0.05
C 8.4687 2.7861 13.3384 -0.628 0.004 -1.047 -0.19
C 7.1563 2.6355 12.8929 -0.365 -0.393 2.695 -0.02
C 6.8082 2.6569 11.5248 2.450 0.142 -1.047 0.09
C 7.8038 2.6437 10.4755 -2.449 -1.269 1.227 -0.21
C 9.0454 2.6472 10.9448 3.255 0.941 1.277 -0.16
H 8.7199 2.8612 14.3649 0.145 -0.005 0.808 0.28
H 6.4266 2.4449 13.7316 0.283 0.419 -1.438 0.29
H 5.8283 2.7460 11.2160 -2.198 -0.059 -0.337 0.26
H 7.4225 2.3905 9.4987 0.507 0.590 -0.469 0.30
```
Positions in Å, forces in eV/Å.

Properties
Orbital gap (spin up / spin down): 7.2 / 5.0 eV
Energy above the lowest of the compared OMol25 structures with the same formula, charge and spin: 0.000 eV
Net charge: +3
Multiplicity: 1